{
  "formula": "C21H25N5O5S",
  "method": "ωB97M-V/def2-TZVPD",
  "species": ["C", "H", "C", "N", "H", "C", "C", "O", "C", "H", "C", "C", "H", "O", "C", "C", "N", "H", "C", "H", "H", "H", "C", "H", "H", "H", "H", "C", "S", "N", "C", "H", "H", "C", "H", "N", "H", "H", "C", "N", "H", "O", "H", "H", "C", "O", "C", "H", "H", "H", "C", "O", "H", "C", "C", "C", "H"],
  "coordinates": [[-5.53133, 0.11389, -0.22712], [-4.37837, 3.02016, -1.45073], [5.53649, -1.54092, 0.71148], [2.11227, 3.34006, 1.28986], [-6.50615, 2.07218, -0.14337], [3.08087, 3.15079, -0.93176], [2.03796, -0.89774, 1.24566], [3.17875, 2.56311, -1.99922], [0.47581, 1.51516, 1.13190], [6.40288, -0.99128, 1.08163], [0.79889, -1.95260, -0.52726], [0.82207, -1.20772, 0.65074], [6.35075, -1.99716, -1.25513], [-1.60373, 0.96032, 2.07971], [-0.58293, 0.57495, 1.52122], [2.10117, 2.76655, 0.10317], [-3.25718, -0.60747, 0.34362], [5.39718, -0.48402, -1.16316], [-4.14049, -0.27391, -0.75333], [1.98926, -2.88201, -2.04956], [2.08371, -0.37024, 2.18505], [5.58276, -2.58197, 1.05933], [1.98607, -2.32062, -1.12964], [0.47605, 0.23283, -1.30927], [-3.34608, 0.72462, -2.54141], [-3.13533, 0.09624, 1.06320], [1.63667, 1.33393, -1.95856], [3.23038, -1.25161, 0.63238], [1.01617, 2.69121, 2.28211], [0.91688, 1.13729, -1.27099], [-1.46543, -1.67432, 1.53509], [-0.66939, -3.59041, 0.94236], [-6.29539, -0.22326, -0.92802], [-5.50798, 1.63903, -0.18028], [3.74792, 4.60730, 0.32337], [3.86989, 4.18253, -0.57993], [-2.73755, 1.35341, -1.01262], [-0.14190, -2.23405, -0.97438], [3.20646, -1.94402, -0.58417], [-0.37745, -0.73923, 1.23329], [-4.94859, 1.98120, 0.69165], [4.35409, -2.25949, -1.25838], [-0.11573, -3.03077, 2.53144], [-1.76522, -3.63782, 2.31910], [-2.43392, -1.66417, 0.33238], [4.39878, -0.90509, 1.25363], [-4.75505, 1.99889, -1.45753], [-1.98250, -1.25488, 2.40626], [-5.72944, -0.34036, 0.74239], [4.58006, 4.50961, -1.21224], [-0.96302, -3.07301, 1.85126], [-2.40765, -2.50987, -0.54037], [-5.41629, 1.88232, -2.31753], [1.15204, 1.70940, -0.06534], [5.47292, -1.52320, -0.81478], [-3.62495, 0.96767, -1.51785], [-4.17615, -1.16142, -1.38938]],
  "forces_ev_per_angstrom": [[0.02, 0.06, 0.05], [-0.03, 0.06, -0.08], [0.30, -0.25, -0.44], [0.37, 0.26, -0.20], [-0.02, 0.07, 0.10], [0.41, 0.38, -0.05], [0.08, -0.31, -0.13], [-0.08, -0.11, -0.14], [0.44, 0.81, 0.05], [-0.04, -0.08, -0.06], [0.02, 0.04, 0.12], [0.68, -0.25, -0.19], [-0.04, 0.08, 0.07], [0.00, 0.21, 0.24], [-0.15, -0.13, -0.17], [-0.46, -0.29, 0.66], [-0.30, 0.25, 0.08], [0.02, -0.11, 0.00], [-0.02, -0.29, -0.18], [0.00, -0.07, -0.14], [0.00, 0.06, 0.11], [0.02, 0.12, -0.01], [0.27, 0.05, 0.14], [0.06, 0.05, 0.03], [0.09, 0.00, -0.02], [0.16, -0.19, 0.04], [-0.10, -0.14, 0.03], [-0.08, -0.08, -0.07], [-0.19, -0.47, -0.56], [0.07, -0.14, -0.39], [-0.27, -0.29, 0.12], [0.01, -0.07, 0.02], [-0.06, -0.01, -0.02], [-0.14, -0.04, -0.17], [0.03, 0.02, 0.00], [0.14, 0.19, 0.02], [0.05, -0.01, -0.03], [-0.14, -0.03, -0.03], [-0.06, 0.10, 0.01], [-0.17, 0.07, 0.11], [0.02, 0.07, 0.10], [-0.35, -0.21, 0.00], [0.04, 0.00, 0.09], [-0.05, -0.06, 0.03], [0.08, 0.15, 0.58], [-0.35, 0.16, 0.03], [0.06, 0.09, 0.07], [0.10, -0.09, -0.21], [-0.06, -0.11, -0.02], [-0.07, -0.07, 0.01], [-0.09, 0.16, -0.14], [0.06, -0.35, -0.30], [-0.05, 0.04, -0.04], [-0.48, 0.24, 0.53], [0.31, 0.28, 0.43], [-0.06, 0.02, -0.14], [-0.01, 0.15, 0.09]],
  "mulliken_charge": [-0.935, 0.384, -0.480, -0.700, 0.384, 0.328, 0.241, -0.709, 0.465, 0.353, 0.348, -1.204, 0.341, -0.777, 0.655, 0.241, -0.108, 0.269, -0.161, 0.442, 0.575, 0.285, -1.257, 0.212, 0.334, 0.355, 0.312, -0.027, 0.011, -0.313, -0.042, 0.305, 0.340, -0.575, 0.243, -0.337, 0.018, 0.572, 0.475, 0.658, 0.249, -0.477, 0.374, 0.451, 0.249, -0.476, -0.694, 0.588, 0.358, 0.237, -1.619, -0.714, 0.291, 0.043, -0.431, -0.435, 0.488],
  "multiplicity": 1,
  "relative_energy_kcal_mol": 29.0,
  "fmax_ev_per_a": 0.921,
  "e_tot_ev": -50707.85668,
  "gap_ev": 8.2694
}

=====

{
  "formula": "CH3ClN2S",
  "method": "ωB97M-V/def2-TZVPD",
  "species": ["H", "N", "S", "N", "H", "Cl", "C", "H"],
  "coordinates": [[-1.14100, 0.68223, 1.04056], [-1.18114, 0.32132, 0.07429], [1.01774, 1.30147, -0.05912], [-1.13863, -0.99392, 0.22712], [-1.70382, 0.95370, -0.51908], [3.25302, -0.51585, -0.21157], [1.63103, -0.18633, -0.04810], [-0.73719, -1.56263, -0.50410]],
  "forces_ev_per_angstrom": [[-0.60, 0.22, -0.84], [0.02, -0.94, 2.57], [0.93, -0.42, -0.12], [0.34, 0.67, 0.79], [0.10, -0.63, -0.99], [0.91, -0.36, -0.01], [-1.37, 1.00, -0.08], [-0.33, 0.46, -1.32]],
  "mulliken_charge": [0.359, -0.140, -0.117, -0.544, 0.259, -0.075, 0.030, 0.227],
  "multiplicity": 1,
  "relative_energy_kcal_mol": 116.9,
  "fmax_ev_per_a": 2.738,
  "e_tot_ev": -27418.08514,
  "gap_ev": [8.0099, 7.2090]
}

=====

{
  "formula": "C23H36CoN4O3S",
  "method": "ωB97M-V/def2-TZVPD",
  "species": ["H", "H", "H", "H", "N", "O", "H", "C", "O", "C", "C", "C", "H", "C", "Co", "H", "H", "C", "C", "O", "C", "C", "N", "H", "C", "H", "H", "H", "H", "C", "C", "C", "H", "H", "C", "H", "H", "C", "H", "H", "H", "H", "H", "C", "N", "C", "H", "H", "C", "C", "C", "H", "H", "C", "H", "S", "H", "H", "H", "C", "H", "H", "N", "H", "H", "H", "H", "C"],
  "coordinates": [[3.28079, -2.70133, -1.15815], [0.63464, -1.02288, -2.29069], [3.03866, 1.69406, 2.92516], [-5.69816, 0.17784, 1.06138], [1.96929, -1.38476, -0.23506], [-0.78786, 1.06129, 0.80309], [-1.58644, -1.74608, 0.95768], [1.66767, -3.20508, -3.22486], [6.79959, 1.35894, 2.80002], [-0.53991, 0.54321, -3.33426], [0.80356, -3.29013, -4.37929], [-1.39006, -1.74571, -4.15304], [-4.25755, 0.68484, -0.73250], [5.72569, 1.13529, 3.27100], [0.12932, -0.24009, -0.25037], [-1.76669, 2.79941, 4.76305], [0.31805, 0.34697, -3.98187], [-1.19116, -0.79012, -2.95281], [-5.00273, 0.99499, 1.24652], [5.37481, 1.49998, 4.49601], [-3.84450, 0.93241, 0.24745], [3.38079, 0.86235, 2.32238], [-0.06602, 1.21493, -2.09495], [0.14553, -3.83893, 0.15936], [2.93904, -0.82040, 0.63386], [-1.70233, -1.11156, -4.98745], [-3.14741, 0.13082, 0.51467], [-0.32294, 2.52616, 3.81680], [-3.67058, 3.11933, 0.35647], [1.29526, -2.92298, -1.94932], [-3.07160, 2.24641, 0.08847], [-1.32361, 2.96554, 3.77872], [-2.21925, 4.94280, 3.64001], [0.80469, 1.71136, -2.27168], [4.26855, -1.24378, 0.72380], [-2.27238, -2.36763, -3.95590], [-4.68105, 0.90798, 2.28275], [-1.24452, 4.46747, 3.52316], [1.47463, 0.55982, 1.38601], [4.52127, 1.18199, 4.80325], [6.17739, -0.90764, 1.62303], [-2.21619, 1.13713, 2.98431], [-3.20220, 2.60696, 2.75077], [2.25547, -2.35524, -1.04734], [-0.27976, -1.28362, -1.91818], [-0.15017, -2.72800, -1.63894], [-0.12966, -2.14590, 1.55999], [4.65398, -2.04940, 0.11436], [-2.18725, 2.20794, 2.77852], [-0.37595, -2.72220, -4.71181], [2.51532, 0.23609, 1.44492], [-1.23841, 1.16602, -3.89132], [1.24088, -3.89622, -5.16710], [4.69931, 0.42865, 2.40412], [-0.73846, -3.31840, -2.33806], [-1.54081, 2.39432, 1.07498], [-5.55891, 1.92491, 1.12875], [-1.54514, -3.59573, -0.23873], [-2.17740, -0.61503, -2.51526], [5.13888, -0.60674, 1.58473], [-0.56472, 4.93223, 4.23381], [2.72577, -3.34732, -3.43046], [-0.62184, -1.93599, 0.69349], [-2.73569, 2.39259, -0.93993], [-0.73771, 1.92309, -1.81801], [-0.74452, -3.06240, -5.67578], [-0.87612, 4.69518, 2.52016], [-0.57117, -3.11000, -0.21391]],
  "forces_ev_per_angstrom": [[0.04, 0.06, 0.22], [-0.02, -0.13, -0.11], [-0.02, -0.01, 0.01], [0.00, 0.00, 0.01], [-1.02, 0.23, -0.54], [0.33, -1.32, -0.27], [0.02, 0.15, 0.04], [0.12, 0.23, 0.48], [-0.05, 0.03, 0.29], [-0.14, -0.24, -0.13], [-0.24, -0.18, -0.35], [-0.09, -0.20, 0.31], [0.07, 0.01, -0.02], [0.05, -0.32, -0.81], [-0.60, -1.83, -1.44], [0.02, -0.12, -0.02], [0.02, 0.02, 0.02], [-0.39, 0.41, -0.24], [0.01, -0.10, -0.02], [0.21, 0.40, 0.43], [-0.14, 0.12, 0.13], [0.14, -0.06, 0.09], [0.50, -0.12, 0.69], [-0.06, 0.00, 0.14], [0.40, 0.67, 0.69], [0.00, -0.01, -0.01], [-0.03, -0.06, -0.08], [-0.01, -0.02, -0.03], [0.08, 0.08, 0.03], [-0.12, -0.46, -0.44], [0.30, -0.29, 0.08], [0.14, 0.14, 0.09], [-0.01, -0.02, 0.00], [-0.03, 0.09, -0.02], [-0.15, -0.09, -0.29], [-0.02, 0.09, 0.00], [0.03, 0.07, 0.00], [-0.06, -0.05, -0.07], [0.12, 0.14, 0.21], [-0.11, -0.20, -0.13], [0.01, 0.02, 0.03], [-0.09, -0.04, -0.15], [0.01, 0.02, -0.03], [0.23, 0.20, 0.03], [0.48, 0.77, 1.31], [0.21, -0.36, 0.19], [0.08, 0.15, 0.01], [0.02, -0.02, 0.04], [0.18, 0.16, -0.12], [0.35, 0.03, -0.02], [-0.25, -0.39, -0.42], [0.07, 0.08, 0.02], [-0.14, -0.07, 0.00], [-0.14, 0.25, 0.20], [-0.06, 0.13, -0.08], [-0.78, 0.44, 0.19], [-0.04, -0.01, 0.02], [-0.02, 0.06, 0.13], [0.04, 0.02, 0.07], [-0.04, -0.03, 0.03], [-0.01, 0.03, 0.00], [0.02, 0.07, 0.02], [0.36, 1.27, -0.13], [0.01, 0.11, 0.00], [0.05, 0.02, 0.17], [0.07, 0.07, -0.04], [0.04, 0.04, 0.03], [0.07, -0.15, -0.39]],
  "mulliken_charge": [0.450, 0.427, 0.531, 0.390, 0.270, -0.564, 0.315, -0.662, -0.461, -1.150, -0.508, -1.425, 0.415, 0.413, 0.349, 0.396, 0.452, 0.527, -1.423, -0.428, 0.369, -1.231, -0.423, 0.408, 1.263, 0.547, -0.475, 0.237, 0.633, -0.435, -0.799, -0.461, 0.344, 0.220, -0.851, 0.502, 0.329, -1.206, 1.160, 0.343, 0.473, 0.443, 0.521, 0.038, 0.446, 0.684, 0.379, 0.354, -0.678, -0.646, -0.193, 0.446, 0.413, 0.298, 0.852, 0.141, 0.381, 0.425, 0.174, -1.322, 0.387, 0.527, -0.201, 0.384, 0.185, 0.481, 0.359, -1.540],
  "multiplicity": 1,
  "charge": 3,
  "relative_energy_kcal_mol": 94.3,
  "fmax_ev_per_a": 2.399,
  "e_tot_ev": -84970.78143,
  "gap_ev": [4.7179, 4.5067]
}

=====

{
  "formula": "C5H11N2S",
  "method": "ωB97M-V/def2-TZVPD",
  "species": ["C", "H", "N", "N", "H", "H", "H", "H", "H", "H", "H", "C", "H", "H", "S", "C", "H", "C", "C"],
  "coordinates": [[-1.02586, 2.48089, -0.70670], [-3.71027, -0.82143, 0.75997], [-2.83241, -0.67079, 0.42792], [-1.84318, 1.39832, -0.37201], [-0.04582, 2.19548, -0.99937], [-1.04138, 3.23929, 0.05256], [4.31713, -0.69812, -0.73757], [-2.67940, -2.58828, 1.09460], [-1.48090, 2.96653, -1.56996], [-2.17664, -2.27618, -0.69535], [2.39366, 0.82938, 0.85930], [-2.19799, -1.94116, 0.34498], [2.49482, -2.21284, -0.02014], [4.90379, 0.54498, 0.50662], [1.59856, -1.21541, -0.07277], [4.05949, 0.03406, 0.01142], [-1.15391, -1.77010, 0.63261], [2.77174, 0.02793, 0.34428], [-2.35142, 0.47744, 0.13960]],
  "forces_ev_per_angstrom": [[-1.02, 1.87, -0.97], [-3.30, 0.83, 1.10], [0.72, 1.07, -0.18], [-1.00, -2.69, 1.61], [0.84, -0.62, 0.09], [0.29, 0.08, 0.70], [0.59, -0.35, 0.07], [0.27, 0.00, -0.74], [0.07, -0.07, -0.18], [-0.37, -0.46, 0.32], [-1.08, 1.56, 1.77], [2.50, -0.87, -0.04], [-0.26, -0.07, -0.12], [-1.00, 0.35, -0.52], [0.23, 0.01, -0.24], [0.18, -1.00, -0.07], [-0.10, -0.56, 0.06], [1.30, -0.44, -0.89], [1.14, 1.36, -1.78]],
  "mulliken_charge": [-0.646, 0.238, -0.208, 0.064, 0.309, 0.339, 0.252, 0.313, 0.300, 0.292, 0.365, -0.525, 0.145, 0.260, -0.238, -0.649, 0.108, -0.117, 0.399],
  "multiplicity": 1,
  "charge": 1,
  "relative_energy_kcal_mol": 82.9,
  "fmax_ev_per_a": 3.573,
  "e_tot_ev": -19169.29087,
  "gap_ev": 7.8245
}

=====

{
  "formula": "C5H7NO",
  "method": "ωB97M-V/def2-TZVPD",
  "species": ["C", "C", "N", "C", "H", "H", "H", "C", "H", "H", "C", "H", "O", "H"],
  "coordinates": [[1.65831, -0.16920, 0.50699], [-0.55997, 0.60741, -0.81653], [0.35235, -0.10442, 0.89775], [-0.14581, -0.76834, -0.25746], [-0.02673, 2.04715, 0.92834], [-2.49750, -1.73530, 0.75766], [-1.40617, 0.84180, -1.46499], [1.32559, -0.55144, -0.84117], [-1.47529, 0.99066, 1.13660], [1.89038, -1.14866, -1.55257], [-0.50792, 1.11225, 0.64159], [2.53065, -0.05604, 1.14098], [0.68821, 0.64533, -1.49630], [-1.82608, -1.71120, 0.41910]],
  "forces_ev_per_angstrom": [[0.48, 0.11, 0.16], [-0.36, 0.08, -0.12], [-0.24, -0.14, 0.49], [0.06, -0.08, -0.09], [-0.06, -0.10, -0.15], [-0.15, -0.08, 0.04], [0.13, -0.06, 0.08], [0.22, -0.17, -0.35], [0.17, 0.03, -0.07], [0.03, 0.25, 0.11], [0.03, 0.18, 0.02], [-0.12, -0.09, -0.13], [0.12, 0.17, -0.13], [-0.32, -0.09, 0.13]],
  "mulliken_charge": [-0.598, 0.041, -0.025, -0.479, 0.283, 0.142, 0.408, 0.168, 0.258, 0.403, -0.464, 0.383, -0.372, -0.146],
  "multiplicity": 1,
  "relative_energy_kcal_mol": 185.1,
  "fmax_ev_per_a": 0.564,
  "e_tot_ev": -8828.17629,
  "gap_ev": [7.4669, 7.7499]
}

=====

{
  "formula": "C13H10N2O11PdS3",
  "method": "ωB97M-V/def2-TZVPD",
  "species": ["O", "N", "C", "O", "H", "C", "S", "H", "S", "C", "C", "Pd", "H", "O", "N", "H", "H", "C", "H", "O", "C", "C", "C", "H", "C", "O", "O", "C", "H", "C", "O", "O", "O", "H", "S", "H", "C", "O", "C", "O"],
  "coordinates": [[-4.21015, 0.28387, -1.84329], [1.91974, 2.20631, -1.29043], [-2.39684, -1.87024, -1.96668], [0.99853, 1.10858, 1.42889], [-0.76142, 4.65589, 0.25535], [3.22050, 0.46983, 2.30009], [-3.44070, 0.27760, -0.61234], [2.39858, 1.37548, -1.60034], [-1.49449, -1.05242, 2.02451], [-1.79625, -1.84147, 0.39062], [0.03204, 3.91551, 0.17390], [-0.36237, 0.32166, 0.01385], [0.98898, 4.43524, 0.13528], [-1.69061, 0.40790, 1.82182], [-0.19435, 3.16660, -1.07836], [2.21150, 2.50606, -0.37018], [-1.16646, 2.92055, -1.19545], [2.05583, 0.37871, 1.41684], [-1.65362, -3.52633, -3.09102], [-2.39847, -1.65488, 2.96726], [0.57410, 2.10355, -1.46246], [-1.14346, -3.06356, 0.22524], [4.25552, -0.45755, 1.70281], [-0.57124, -4.59890, -1.13686], [-2.44236, -1.24734, -0.71997], [4.19357, -1.88388, -0.27279], [-0.09319, -1.36619, 2.23714], [-1.10571, -3.66440, -1.01351], [0.01058, 3.28283, 1.04442], [2.26897, -0.60686, 0.42920], [5.38187, -0.61601, 2.10107], [1.34676, -0.92798, -0.39479], [-2.41722, 1.36210, -0.61137], [-2.90266, -1.38699, -2.79156], [-0.03267, 0.95658, -2.56144], [-0.63637, -3.49913, 1.07572], [-1.71769, -3.06142, -2.11328], [3.35964, 1.15233, 3.29713], [3.63558, -1.12213, 0.49686], [-4.22396, 0.16051, 0.58818]],
  "forces_ev_per_angstrom": [[0.04, 0.08, -0.07], [0.04, -0.15, 0.60], [0.05, -0.01, 0.18], [0.76, 0.37, 0.11], [0.04, 0.02, -0.05], [-0.30, -0.06, -0.10], [0.09, -0.08, -0.36], [0.07, -0.16, 0.06], [-0.11, -0.40, 0.58], [-0.13, 0.51, -0.20], [0.16, 0.10, -0.75], [-0.33, 0.43, -1.23], [0.04, 0.04, -0.03], [0.21, -0.95, -0.06], [-0.03, -0.51, 0.78], [0.09, 0.09, 0.10], [-0.34, -0.07, -0.06], [0.24, 0.32, -0.16], [-0.01, -0.01, 0.04], [-0.32, 0.04, 0.05], [0.10, 1.34, -1.59], [-0.11, 0.16, 0.00], [-0.47, 0.06, -0.14], [-0.01, 0.01, -0.01], [-0.15, 0.06, 0.70], [0.12, -0.19, -0.06], [-0.13, -0.38, 0.25], [-0.08, -0.09, -0.26], [0.00, -0.40, 0.35], [-0.29, -0.17, 0.23], [0.55, -0.08, 0.21], [0.16, 0.00, -0.01], [-0.25, -0.18, 0.27], [0.02, -0.03, 0.01], [0.13, -0.07, 0.48], [0.04, 0.05, -0.04], [0.13, -0.19, 0.02], [0.15, 0.22, 0.18], [-0.16, 0.16, -0.07], [-0.03, 0.11, 0.04]],
  "mulliken_charge": [-0.794, -0.495, -0.486, -0.665, 0.389, -0.378, 1.476, 0.320, 1.460, 0.125, -0.970, 0.498, 0.324, -0.566, -0.168, 0.309, 0.393, 0.988, 0.343, -0.816, 0.169, -0.845, 0.632, 0.340, 0.157, -0.692, -0.620, -0.548, 0.298, 1.172, -0.681, -0.773, -0.637, 0.501, -0.115, 0.453, -0.515, -0.687, -0.229, -0.666],
  "multiplicity": 3,
  "charge": -2,
  "relative_energy_kcal_mol": 39.9,
  "fmax_ev_per_a": 2.077,
  "e_tot_ev": -75132.25519,
  "gap_ev": [6.6646, 5.9185]
}